Molecular formula: C27H33BrINOSW
Method: DFT, ωB97M-V/def2-TZVPD

E_LUMO (spin up / spin down) in hartree: -0.0179 / -0.0180
Energy in Eh: -4515.61423
Spin multiplicity: 3
ΔE to the lowest compared entry with this formula, charge and spin in kJ/mol: 0.00
Expectation value of S²: 2.0212

Each line ends with the natural charge from an NBO analysis.
Element x y z (Å)
W -0.2807 -0.8714 -0.9616  1.097
I 1.6587 0.7864 -0.1128  -0.182
Br 5.0065 -1.5764 0.7299  0.070
S 0.7447 -2.6347 -1.3913  -0.174
O -1.2088 -0.5253 0.7190  -0.786
N -2.2991 -1.6188 -1.6588  -0.449
C -0.4571 1.2920 4.3919  -0.224
C -1.4097 1.3685 2.1667  -0.047
C -1.1305 1.9642 3.3906  -0.197
C -1.8250 2.3603 -0.2176  -0.594
C -2.1545 -1.8119 -3.1250  -0.241
C 6.7068 2.7373 0.1183  -0.200
C 4.9614 1.1698 -0.0274  0.182
C -3.7315 1.6568 1.3180  -0.592
C 7.5145 1.7406 0.6508  -0.222
C -0.0852 -0.0171 4.1723  -0.220
C -1.6231 -0.2596 -5.0315  -0.220
C -0.6046 0.0977 -2.8407  -0.334
C 0.0376 1.2234 -3.3722  -0.203
C -2.6934 -2.8877 -1.0131  -0.424
C 0.1404 -2.1190 2.9158  -0.250
C -2.2904 2.1776 1.2259  -0.234
C -0.1495 1.6052 -4.6917  -0.221
C 7.0339 0.4514 0.8424  -0.209
C -0.9675 0.8554 -5.5282  -0.187
C -0.3360 -0.6729 2.9688  0.025
C -0.8188 -3.1138 2.2665  -0.593
C 1.5603 -2.2453 2.3572  -0.598
C -3.3987 -0.6546 -1.4253  -0.435
C 5.7189 0.1634 0.4923  -0.219
C -1.4596 -0.6080 -3.6986  -0.061
C -0.9748 0.0455 1.9409  0.264
C 5.3873 2.4529 -0.2343  -0.321
H 4.7362 3.2119 -0.6487  0.232
H -0.2440 1.7748 5.3365  0.212
H -0.4876 -4.1305 2.4885  0.208
H 2.2421 -1.5795 2.8878  0.218
H -3.4760 -0.4539 -0.3634  0.237
H -2.4668 3.0946 -0.7105  0.208
H -4.3368 -1.0816 -1.7913  0.195
H -2.7998 -2.7203 0.0569  0.229
H -4.3727 2.1307 0.5708  0.203
H -3.7709 0.5773 1.1759  0.194
H -1.0956 1.1416 -6.5642  0.214
H -3.2005 0.2712 -1.9591  0.230
H -2.2687 -0.8462 -5.6754  0.209
H 8.5367 1.9674 0.9239  0.218
H 7.6659 -0.3229 1.2567  0.226
H -0.7994 2.7239 -0.2559  0.229
H -1.8808 1.4450 -0.8034  0.189
H -1.4602 2.9831 3.5567  0.204
H -3.1470 -1.9584 -3.5658  0.199
H -1.8332 -2.9926 2.6531  0.206
H -2.2962 3.1870 1.6455  0.204
H 0.2043 -2.4149 3.9671  0.200
H -1.5628 -2.7155 -3.2883  0.228
H 7.0999 3.7362 -0.0223  0.217
H 0.4212 -0.5666 4.9577  0.206
H -4.1455 1.8608 2.3063  0.215
H -1.9310 -3.6419 -1.1886  0.226
H 1.9200 -3.2707 2.4698  0.204
H 1.6067 -1.9855 1.3012  0.209
H -0.8409 -3.0086 1.1862  0.195
H 0.7040 1.8018 -2.7454  0.226
H -3.6509 -3.2299 -1.4184  0.193
H 0.3575 2.4804 -5.0772  0.216